Below is a molecular structure, C12H12Cl5NiS3, with properties calculated with ωB97M-V/def2-TZVPD.

Cartesian coordinates (Å):
C -3.36140 -0.84764 -2.89588
Cl -5.54191 1.60267 -0.57506
S 0.49503 1.12715 2.37182
S 1.31240 1.17458 -0.87522
H 3.11582 0.97657 0.67468
C 2.42476 1.77800 0.42050
H 3.02319 2.58987 0.00858
C 1.54288 -0.28763 2.79721
H 2.39929 -2.41060 -0.63291
C -1.93071 -0.08721 -1.08918
Ni -0.55993 0.37140 0.30894
C -3.02984 0.60814 -0.65294
H 1.49110 -0.74955 -2.16069
H 2.81367 -1.21394 0.57140
H 1.09015 3.16951 1.42142
Cl -5.93413 -0.07601 -3.22667
H 2.52427 -0.12694 2.35773
Cl -0.83670 -1.85778 -2.81426
H 0.03020 -1.84201 2.90314
Cl -3.57606 -1.80682 -4.30034
H 1.64515 -2.43173 2.59385
C -2.13868 -0.83767 -2.22470
S 0.48303 -1.72848 0.61963
C 2.06405 -0.40859 -1.30264
C -4.42901 -0.08062 -2.41314
H 2.39287 2.57396 2.42413
C 1.68133 2.28150 1.65138
C 2.08615 -1.46080 -0.19977
H 3.08070 -0.21657 -1.64897
C -4.27242 0.66640 -1.24749
Cl -2.71569 1.46532 0.89629
H 1.67881 -0.29138 3.87832
C 0.95164 -1.62311 2.36081

Output
Expectation value of S²   2.008
Total charge   +1
Frontier orbital gap (alpha / beta)   0.3368 / 0.2756 Ha
2S+1   3

=====

Below is a single C12H12ClN3O3S2 molecule, with properties calculated with ωB97M-V/def2-TZVPD.

Cartesian coordinates (Å):
C -3.04162 -0.51083 1.79946
S 3.78462 -0.82469 -0.42348
C 3.01654 0.79507 -0.76041
N 1.02983 -3.07548 0.92455
C -0.03548 3.30437 -0.67284
H -3.94371 -2.35901 2.42495
O 1.26551 -0.93607 0.46124
H 2.65067 1.19981 0.18297
H -0.03829 4.30731 -0.24337
C -1.85140 -2.48294 1.76793
H -2.09387 2.02882 -2.82852
Cl -4.31450 0.60450 2.00912
C 0.04264 1.66212 -2.95890
C 2.39295 -1.63218 0.18472
C -3.07402 -1.85129 2.05153
C 1.27628 3.04148 -1.42982
N 1.18920 1.74832 -2.07045
H 3.81561 1.42236 -1.15425
O 1.66895 -0.43274 -2.32036
H 0.16882 2.38886 -3.76792
H 1.39204 3.80256 -2.21065
H 0.00177 0.65367 -3.37035
H 2.12515 3.10026 -0.75330
C 0.43695 -1.91808 0.91405
C 1.89175 0.63283 -1.78647
C -1.22847 1.98073 -2.16681
C -0.89872 -1.61648 1.30219
O -1.13724 3.24383 -1.54394
H -0.14785 2.55932 0.13070
S -1.49953 0.01126 1.20541
H -1.65862 -3.53170 1.89269
H -1.38937 1.20061 -1.40793
N 2.27462 -2.89440 0.46232

Output
SMILES   O=C(CSc1nnc(-c2ccc(Cl)s2)o1)N1CCOCC1
Energy relative to the best compared isomer or geometry (same formula, charge and spin)   0.0218 eV
Total charge   0
Frontier orbital gap   0.2996 Ha

=====

Below is 5 unconnected molecules or ions with the total composition C12H12F5O12, with properties calculated with ωB97M-V/def2-TZVPD.

Cartesian coordinates (Å):
C -0.37676 0.44502 -2.95864
C 0.70773 0.42232 2.85048
C 1.09545 1.48588 1.82386
C -2.48560 1.91936 0.83921
C -0.23929 2.36258 3.42139
O -3.80411 2.31358 0.35407
O 0.43762 2.66311 2.29528
O -0.87350 3.26666 4.11516
C -4.52418 1.28300 -0.05160
O -0.17896 1.18352 3.70842
C 2.79191 -2.92551 -0.35637
F 0.43535 -0.99236 -0.06608
F 1.81608 0.01986 3.57650
C -2.41790 0.40224 0.70017
H -1.19648 -1.60646 -2.51906
H 2.81926 -0.88515 0.69771
H 1.93251 -3.48137 -0.12139
H -2.38702 2.24968 1.95948
H 0.91747 1.34931 0.75573
H 2.40994 -2.43651 -1.31173
H -0.14627 0.47015 -1.92072
H 0.37755 -0.40671 2.30642
F 2.74074 -2.10741 1.75512
C 3.22949 -1.83607 0.53987
H -1.75354 0.13212 0.01725
H -1.56641 2.38007 0.32242
H 2.17460 1.59251 1.77723
H -0.50241 -1.25006 -4.07509
O 3.86957 -3.68584 -0.74863
O -3.77553 0.07370 0.23553
O 4.64836 -1.94075 0.37422
C -2.31130 0.92381 -3.49519
O -5.60281 1.23564 -0.59836
C 4.96945 -3.20442 -0.23826
C -1.01964 -0.83717 -3.24559
O 6.08467 -3.60958 -0.38715
F 0.75815 0.53647 -3.57202
O -3.39066 1.53703 -3.67138
O -2.30748 -0.44868 -3.70983
F -2.15562 -0.15610 1.92904
O -1.20041 1.56252 -3.30744

Output
Energy relative to the best compared isomer or geometry (same formula, charge and spin)   1.7082 eV
Total charge   -1
Frontier orbital gap   0.3519 Ha